137
Properties=species:S:1:pos:R:3:forces:R:3 method="wB97M-V/def2-TZVPD" spin_multiplicity=1 lumo_ev=-0.193 gap_ev=9.64 energy_ev=-613168.53131
H -3.940 0.585 -2.632 -0.118 -0.120 -0.036
N -3.685 0.368 -3.597 -1.090 -0.518 -0.196
C -2.535 0.801 -3.827 0.763 0.627 1.095
C -1.726 1.525 -2.744 0.484 0.218 -1.383
C -0.546 0.696 -2.149 -1.327 -0.432 0.406
C -0.450 -0.721 -2.773 1.489 0.228 0.048
C 0.248 -0.770 -4.159 -1.487 -0.946 -0.084
C 1.008 -2.094 -4.276 0.143 1.230 0.293
F 1.835 -2.050 -5.392 -0.046 -0.255 -0.136
O 0.635 1.472 -2.337 0.196 -0.977 0.279
C 1.797 0.958 -1.695 0.235 0.894 -0.588
C 2.899 0.961 -2.791 -0.567 -1.224 0.409
C 4.303 0.673 -2.314 -1.082 0.048 -0.039
O 5.179 1.395 -2.632 2.095 1.602 -0.632
O 4.572 -0.385 -1.530 -0.802 -0.376 0.341
N 2.087 1.783 -0.503 1.314 -1.015 0.240
C 2.768 1.051 0.575 0.087 0.087 0.497
C 2.666 3.056 -0.789 1.197 -0.849 0.768
C 4.097 3.441 -0.413 -0.441 -0.380 0.337
O 1.997 3.878 -1.301 -1.664 1.745 -1.407
C -0.893 0.488 -0.648 -0.448 0.803 0.171
C -0.993 1.811 0.146 0.883 -0.027 -0.275
C -0.368 1.770 1.555 -1.005 0.524 -0.273
O 0.217 3.019 1.868 0.399 0.014 0.288
O -2.164 -0.163 -0.650 0.508 0.001 0.163
C -2.388 -0.840 0.557 -1.147 -1.475 0.602
C -1.814 -2.284 0.518 -0.813 1.078 0.398
C -1.715 -2.803 1.967 1.189 -0.339 -0.269
C -0.220 -2.683 2.402 -1.034 -0.531 -1.572
C 0.592 -3.766 1.616 -0.245 0.343 0.431
C 1.610 -3.185 0.628 -0.109 -0.763 0.205
O 2.486 -4.237 0.204 0.485 0.917 0.473
C 3.840 -3.856 0.478 -0.484 -0.503 -0.203
C -3.915 -0.948 0.812 0.198 0.603 0.056
C -4.695 0.303 0.381 -0.846 0.060 0.841
C -6.190 -0.029 0.368 1.660 1.206 1.513
O -6.714 -0.352 -0.618 -1.617 -1.346 -2.780
O -6.919 0.042 1.514 0.077 0.421 0.527
H -2.105 0.658 -4.813 0.016 -0.003 -0.006
H -2.433 1.866 -1.987 0.168 -0.166 0.049
H -1.301 2.431 -3.200 0.072 -0.136 0.162
H 0.192 -1.315 -2.095 -0.209 0.116 0.006
H -1.411 -1.233 -2.749 -0.021 0.234 -0.172
H 0.843 0.107 -4.396 0.227 -0.201 0.302
H -0.543 -0.804 -4.919 0.229 0.131 -0.053
H 0.299 -2.919 -4.365 0.259 -0.115 0.021
H 1.656 -2.200 -3.395 -0.046 -0.343 -0.146
H 1.704 -0.072 -1.341 -0.303 0.154 0.045
H 2.885 1.877 -3.379 0.194 0.112 0.311
H 2.649 0.155 -3.494 -0.031 0.097 0.134
H 5.488 -0.235 -1.240 -0.036 -0.260 -0.188
H 2.549 1.543 1.531 -0.007 -0.068 -0.120
H 2.413 0.019 0.649 -0.113 0.175 -0.158
H 3.859 1.008 0.490 -0.166 -0.067 -0.120
H 4.460 4.131 -1.170 -0.132 -0.137 -0.059
H 4.019 4.012 0.519 0.225 -0.217 0.001
H 4.783 2.603 -0.306 0.028 0.192 0.104
H -0.160 -0.164 -0.142 0.031 0.036 -0.306
H -2.021 2.178 0.198 0.032 -0.275 -0.007
H -0.437 2.571 -0.419 -0.049 -0.112 0.071
H -1.191 1.668 2.269 0.273 -0.138 0.135
H 0.315 0.923 1.713 0.039 0.128 -0.191
H 0.838 3.265 1.168 -0.221 -0.147 -0.021
H -1.972 -0.350 1.453 0.250 0.423 -0.468
H -2.507 -2.881 -0.080 0.279 -0.021 -0.131
H -0.847 -2.211 0.012 -0.056 -0.423 0.137
H -2.377 -2.258 2.646 0.009 -0.042 -0.118
H -1.985 -3.864 1.982 -0.140 0.158 0.249
H 0.113 -1.707 2.020 0.042 0.086 0.601
H -0.100 -2.765 3.480 0.103 0.101 -0.081
H 1.073 -4.407 2.364 0.396 0.089 -0.367
H -0.075 -4.430 1.054 -0.026 0.122 0.114
H 1.148 -2.779 -0.284 -0.197 0.028 0.265
H 2.145 -2.360 1.119 0.178 -0.207 -0.120
H 4.107 -2.992 -0.144 0.209 -0.135 0.127
H 3.951 -3.615 1.542 0.102 0.080 -0.149
H 4.459 -4.726 0.248 0.044 0.225 -0.090
H -4.326 -1.831 0.321 0.043 0.125 -0.209
H -4.084 -1.086 1.886 0.069 -0.106 -0.128
H -4.548 1.143 1.075 0.359 -0.124 -0.134
H -4.462 0.626 -0.630 0.122 -0.083 0.115
H -6.619 0.781 2.064 0.177 -0.362 0.059
Cl -0.210 1.832 -6.148 0.122 0.319 -0.218
C -0.532 1.437 -7.843 -0.005 -0.034 -0.085
Cl -2.118 0.664 -7.967 0.056 0.025 0.039
Cl -0.517 2.918 -8.808 -0.004 -0.066 0.053
Cl 0.714 0.331 -8.431 -0.055 0.040 0.053
Cl 3.909 -1.790 6.164 -0.581 0.300 -0.089
C 2.736 -2.513 5.060 -0.014 0.120 0.172
Cl 2.299 -1.339 3.806 0.273 0.097 0.125
Cl 3.440 -3.951 4.304 -0.047 0.012 0.024
Cl 1.286 -2.977 5.953 0.070 0.131 -0.023
Cl 7.702 -1.512 7.444 -0.016 -0.045 -0.014
C 7.701 -3.240 7.060 0.032 -0.081 -0.039
Cl 9.221 -3.668 6.262 -0.058 0.033 0.042
Cl 7.534 -4.175 8.551 0.004 0.045 -0.059
Cl 6.344 -3.597 5.985 0.577 -0.329 0.058
Cl -0.234 -6.066 5.235 -0.007 -0.068 0.053
C -0.160 -6.644 6.908 0.024 -0.030 0.006
Cl -0.241 -8.409 6.922 0.002 0.079 -0.004
Cl 1.357 -6.118 7.654 -0.086 -0.063 -0.046
Cl -1.524 -5.982 7.818 0.060 -0.005 -0.044
Cl -7.064 -4.573 -2.385 0.114 0.012 0.128
C -5.338 -4.298 -2.131 -0.002 0.189 -0.043
Cl -4.977 -4.456 -0.402 -0.007 -0.094 0.019
Cl -4.403 -5.496 -3.037 -0.037 0.058 0.040
Cl -4.884 -2.662 -2.659 0.024 -0.169 0.198
Cl 7.241 7.607 1.936 -0.051 -0.444 -0.073
C 6.014 7.127 0.745 -0.057 0.006 -0.048
Cl 5.718 8.447 -0.390 0.019 -0.120 0.026
Cl 6.586 5.707 -0.142 0.146 0.111 0.056
Cl 4.511 6.725 1.584 0.075 0.011 -0.251
Cl -8.933 -4.086 -6.018 0.035 -0.007 -0.003
C -7.268 -3.989 -6.609 0.045 0.026 0.052
Cl -6.242 -3.281 -5.359 -0.104 0.032 -0.425
Cl -6.686 -5.615 -6.999 -0.022 0.043 0.008
Cl -7.218 -2.981 -8.063 -0.017 -0.046 0.035
Cl 7.057 10.609 1.911 -0.102 0.479 0.022
C 6.400 12.218 1.586 0.068 0.028 0.046
Cl 6.989 13.359 2.803 -0.032 -0.037 -0.057
Cl 6.914 12.750 -0.021 -0.025 -0.025 0.055
Cl 4.633 12.151 1.646 0.062 -0.011 -0.006
Cl -3.221 2.060 5.727 0.044 -0.001 0.001
C -1.489 2.390 5.887 0.047 0.079 -0.004
Cl -1.037 2.353 7.596 -0.026 -0.011 -0.076
Cl -0.574 1.160 5.007 0.028 -0.060 0.093
Cl -1.128 3.982 5.213 -0.019 -0.082 0.008
Cl -12.602 -3.604 -5.168 0.000 -0.026 -0.051
C -12.996 -4.257 -6.764 0.013 0.000 -0.020
Cl -12.599 -5.980 -6.809 -0.007 0.065 0.008
Cl -14.723 -4.040 -7.081 0.069 -0.009 0.021
Cl -12.057 -3.405 -7.995 -0.047 -0.022 0.028
Cl 4.544 6.101 7.213 -0.010 -0.016 -0.072
C 4.252 5.922 5.478 -0.032 0.017 0.001
Cl 2.691 5.132 5.218 0.058 0.013 -0.017
Cl 4.241 7.515 4.712 -0.027 0.005 0.304
Cl 5.537 4.936 4.763 -0.027 0.027 0.019